1.
ORCA calculation (the ωB97M-V functional and the def2-TZVPD basis) on 2 unconnected molecules or ions with the total composition C11H18BrF3O4PS at a distorted geometry.

ORCA input file:
```
! RIJCOSX wB97M-V def2-TZVPD def2/J DEFGRID3
* xyz -1 1
C 3.93 0.02 1.03
C 3.62 1.02 -0.08
C 2.11 1.25 -0.37
Br 1.92 3.39 -0.37
C 1.14 0.54 0.40
C 0.94 0.98 1.84
C 0.91 -0.14 2.89
O 0.30 -1.32 2.37
C 0.79 -2.50 2.92
C 0.50 -3.67 1.99
F -0.13 -3.35 0.88
F -0.25 -4.62 2.62
F 1.65 -4.30 1.64
P -0.36 0.36 -0.46
S -0.44 -0.72 -2.12
H 3.54 0.35 1.99
H 5.01 -0.11 1.13
H 3.48 -0.96 0.81
H 4.12 1.96 0.15
H 4.06 0.65 -1.01
H 1.94 1.05 -1.43
H 1.77 1.64 2.10
H 0.02 1.58 1.98
H 1.93 -0.37 3.23
H 0.33 0.18 3.77
H 0.32 -2.74 3.89
H 1.87 -2.45 3.07
H -1.26 -0.09 0.52
H -0.93 1.63 -0.75
C -3.75 0.41 -3.97
C -5.19 0.86 -3.81
O -5.13 1.67 -2.63
C -3.84 2.09 -2.47
O -3.51 2.90 -1.66
O -3.04 1.48 -3.35
H -3.42 0.32 -5.01
H -3.52 -0.51 -3.43
H -5.53 1.48 -4.64
H -5.90 0.05 -3.65
*
```

Output
HOMO level: -3.59 eV
Kohn-Sham gap: 6.3 eV

***

2.
ORCA calculation (the ωB97M-V functional and the def2-TZVPD basis) on 11 unconnected molecules or ions with the total composition C44H121N11O11 at a distorted geometry.

ORCA input file:
```
! RIJCOSX wB97M-V def2-TZVPD def2/J DEFGRID3
* xyz 0 1
C -4.66 0.16 -13.49
O -4.02 0.90 -12.47
C -4.69 1.11 -11.26
C -3.73 1.69 -10.22
C -2.60 0.73 -9.73
N -4.41 2.17 -9.03
H -4.60 -0.90 -13.26
H -4.27 0.26 -14.51
H -5.71 0.46 -13.51
H -5.56 1.77 -11.27
H -5.09 0.19 -10.85
H -3.41 2.58 -10.77
H -2.03 0.38 -10.59
H -3.06 -0.05 -9.12
H -1.85 1.30 -9.18
H -4.91 1.36 -8.69
H -5.15 2.79 -9.30
C -16.78 0.65 -9.19
O -16.04 -0.39 -9.61
C -14.78 -0.09 -10.23
C -13.77 0.40 -9.20
C -12.46 0.72 -9.88
N -13.57 -0.62 -8.21
H -17.26 1.11 -10.06
H -16.31 1.36 -8.51
H -17.54 0.19 -8.55
H -14.33 -0.95 -10.74
H -14.91 0.54 -11.10
H -14.10 1.30 -8.68
H -12.05 -0.12 -10.44
H -11.72 1.11 -9.19
H -12.75 1.45 -10.64
H -14.43 -0.89 -7.77
H -13.24 -1.51 -8.57
C -6.48 9.23 -4.43
O -5.68 8.28 -3.70
C -4.87 7.44 -4.51
C -4.23 6.41 -3.54
C -3.55 6.94 -2.30
N -3.29 5.47 -4.17
H -5.88 10.04 -4.85
H -7.25 9.60 -3.76
H -7.06 8.78 -5.23
H -5.43 6.95 -5.30
H -4.08 8.04 -4.95
H -5.13 5.92 -3.17
H -3.28 6.11 -1.64
H -4.17 7.72 -1.84
H -2.60 7.45 -2.47
H -3.05 4.72 -3.54
H -3.78 5.06 -4.95
C -20.98 4.99 -5.61
O -19.84 5.42 -6.34
C -19.88 6.81 -6.68
C -18.51 7.17 -7.37
C -17.30 6.95 -6.51
N -18.44 8.54 -7.76
H -21.91 5.38 -6.01
H -20.94 5.40 -4.60
H -20.94 3.91 -5.52
H -20.79 7.11 -7.20
H -19.77 7.34 -5.74
H -18.42 6.55 -8.26
H -16.46 7.42 -7.03
H -16.93 5.95 -6.29
H -17.45 7.44 -5.55
H -19.13 8.61 -8.50
H -18.96 9.03 -7.04
C -13.45 4.59 3.89
O -12.30 3.95 3.35
C -11.60 4.65 2.28
C -11.04 6.01 2.70
C -10.15 6.64 1.65
N -10.16 5.91 3.90
H -14.03 4.01 4.61
H -14.16 4.80 3.09
H -13.08 5.45 4.46
H -10.72 4.06 2.04
H -12.22 4.61 1.38
H -11.83 6.75 2.86
H -9.29 5.98 1.48
H -9.68 7.60 1.87
H -10.78 6.82 0.78
H -9.19 5.85 3.61
H -10.36 5.14 4.51
C -12.02 -3.93 -1.85
O -12.15 -2.96 -0.77
C -12.04 -3.54 0.53
C -11.56 -2.51 1.52
C -11.33 -3.16 2.89
N -12.54 -1.46 1.71
H -12.99 -4.43 -1.82
H -11.25 -4.69 -1.68
H -11.91 -3.48 -2.83
H -13.01 -3.94 0.82
H -11.25 -4.29 0.58
H -10.65 -2.03 1.15
H -12.15 -3.78 3.25
H -10.80 -2.51 3.59
H -10.62 -3.98 2.78
H -12.22 -0.67 2.25
H -12.61 -1.05 0.79
C -14.74 1.20 -2.26
O -13.41 1.72 -2.08
C -12.94 2.51 -3.12
C -11.47 2.30 -3.39
C -10.79 3.25 -4.37
N -11.31 0.94 -3.81
H -15.00 0.63 -1.37
H -14.69 0.49 -3.08
H -15.46 1.99 -2.48
H -13.44 2.32 -4.07
H -13.14 3.56 -2.92
H -10.97 2.44 -2.43
H -11.23 3.11 -5.35
H -9.73 3.01 -4.44
H -10.93 4.25 -3.96
H -11.81 0.46 -3.07
H -11.83 0.83 -4.67
C -18.12 -4.49 -2.88
O -18.35 -5.11 -4.08
C -17.69 -4.59 -5.25
C -17.76 -5.45 -6.54
C -17.23 -6.87 -6.32
N -16.95 -4.95 -7.63
H -18.20 -3.42 -3.04
H -17.15 -4.72 -2.43
H -18.90 -4.82 -2.20
H -18.08 -3.61 -5.51
H -16.62 -4.48 -5.07
H -18.79 -5.56 -6.89
H -17.83 -7.36 -5.55
H -16.19 -6.93 -6.00
H -17.39 -7.49 -7.20
H -16.95 -3.95 -7.80
H -17.54 -5.23 -8.40
C -15.90 10.10 2.33
O -15.80 9.45 1.05
C -16.84 9.87 0.14
C -18.16 9.04 0.23
C -18.09 7.58 -0.20
N -19.24 9.76 -0.39
H -15.59 11.15 2.35
H -15.23 9.59 3.02
H -16.88 10.14 2.80
H -16.98 10.95 0.14
H -16.54 9.76 -0.91
H -18.55 9.02 1.25
H -17.72 7.54 -1.22
H -19.06 7.09 -0.17
H -17.30 6.99 0.26
H -19.40 10.65 0.07
H -20.10 9.23 -0.29
C -6.62 -6.10 -5.30
O -6.11 -4.79 -5.16
C -7.12 -3.72 -5.24
C -6.41 -2.48 -5.78
C -5.64 -1.84 -4.62
N -7.26 -1.49 -6.39
H -7.23 -6.43 -4.46
H -5.81 -6.83 -5.37
H -7.26 -6.31 -6.16
H -7.92 -3.93 -5.95
H -7.67 -3.50 -4.32
H -5.64 -2.76 -6.49
H -5.02 -1.06 -5.08
H -4.93 -2.50 -4.12
H -6.26 -1.39 -3.84
H -7.84 -1.98 -7.06
H -7.92 -1.25 -5.66
C -9.50 5.96 -11.62
O -9.86 5.19 -12.81
C -10.68 5.93 -13.70
C -10.93 5.01 -14.95
C -9.58 4.69 -15.65
N -11.83 5.60 -15.90
H -10.40 6.45 -11.27
H -8.77 6.76 -11.72
H -9.25 5.15 -10.93
H -11.63 6.01 -13.16
H -10.30 6.92 -13.95
H -11.47 4.15 -14.57
H -9.11 3.92 -15.03
H -8.88 5.52 -15.71
H -9.61 4.24 -16.64
H -11.94 4.88 -16.60
H -12.64 5.62 -15.31
*
```

Output
ΔE to the lowest compared entry with this formula, charge and spin: 149.9 kcal/mol
HOMO level: -9.10 eV
Kohn-Sham gap: 9.2 eV